Entry 1:
Formula: C4H5NO
Source: the OMol25 dataset
Level of theory: wB97M-V/def2-TZVPD

Element x y z (Å)
C 0.528 0.939 -0.513
C -0.218 -0.268 -0.036
N -0.058 -0.799 1.125
O 0.849 -0.084 1.864
C -0.511 -1.746 -1.292
C -1.346 -0.839 -0.913
H 1.578 0.693 -0.711
H 0.079 1.309 -1.435
H 0.507 1.711 0.260
H 0.893 -0.567 2.700
H -2.301 -0.348 -1.051

## Properties
- Energy relative to the best compared isomer or geometry (same formula, charge and spin): 5.576 eV
- Spin multiplicity: 1
- HOMO level: -10.09 eV

***

Entry 2:
Formula: C3H7IN3
Source: the OMol25 dataset
Level of theory: wB97M-V/def2-TZVPD

Element x y z (Å)
C -1.859 -0.524 0.435
C -1.339 1.415 -0.577
C 0.458 -1.526 0.785
N -2.377 0.647 -0.044
N -0.516 -0.651 0.194
N -0.036 0.547 -0.421
I -2.992 -1.949 1.396
H -1.494 1.630 -1.639
H -1.232 2.357 -0.023
H -0.057 -2.387 1.206
H 1.147 -1.880 0.014
H 1.027 -1.037 1.580
H 0.384 0.338 -1.338
H 0.689 1.008 0.154

## Properties
- Energy relative to the best compared isomer or geometry (same formula, charge and spin): 1.686 eV
- Spin multiplicity: 1
- SMILES string: CN1[NH2+]CN=C1I
- HOMO level: -13.36 eV
- Net charge: +1

***

Entry 3:
Formula: C4H6N
Source: the OMol25 dataset
Level of theory: wB97M-V/def2-TZVPD

Element x y z (Å)
C -0.505 -1.126 -0.089
C 0.498 -0.114 0.014
C 1.867 0.010 0.023
C -0.753 0.914 -0.066
N -1.535 -0.333 0.097
H -0.368 -2.148 -0.186
H 2.436 0.900 0.193
H 2.452 -0.889 -0.189
H -1.097 1.610 0.716
H -0.664 1.375 -1.016
H -2.532 -0.372 0.205

## Properties
- Energy relative to the best compared isomer or geometry (same formula, charge and spin): 1.079 eV
- Spin multiplicity: 1
- SMILES string: C=C1C=[NH+]C1
- HOMO level: -15.42 eV
- Net charge: +1